(1)
{"formula": "C36H50BCl2F3N6O7S", "method": "ωB97M-V with the def2-TZVPD basis set", "smiles": "C#C[C@]1(CC(=O)O)[C@](C#C)(B(O)N(C)C)OC(=O)[C@@]1(/C(Cl)=C(/C)Cl)S(=O)(=O)C(F)(F)F.CCCC#N.CCCC#N.CCCC#N.CCCC#N.CCCC#N", "homo_lumo_gap_ha": 0.2786, "symbols": ["C", "C", "C", "C", "C", "O", "O", "C", "C", "C", "B", "O", "N", "C", "C", "O", "C", "O", "C", "C", "Cl", "C", "C", "Cl", "S", "O", "O", "C", "F", "F", "F", "H", "H", "H", "H", "H", "H", "H", "H", "H", "H", "H", "H", "H", "H", "H", "C", "C", "C", "C", "N", "H", "H", "H", "H", "H", "H", "H", "C", "C", "C", "C", "N", "H", "H", "H", "H", "H", "H", "H", "C", "C", "C", "C", "N", "H", "H", "H", "H", "H", "H", "H", "C", "C", "C", "C", "N", "H", "H", "H", "H", "H", "H", "H", "C", "C", "C", "C", "N", "H", "H", "H", "H", "H", "H", "H"], "positions_angstrom": [[4.358, -3.049, 7.536], [4.167, -2.051, 6.540], [3.583, -1.147, 5.257], [3.786, 0.378, 5.918], [3.700, 0.349, 7.584], [2.590, 0.142, 8.291], [4.940, 0.627, 8.383], [2.002, -1.404, 4.920], [0.844, -0.473, 5.674], [-0.090, 0.385, 6.325], [1.326, -2.890, 5.038], [1.659, -3.966, 5.986], [0.156, -3.186, 4.068], [0.331, -4.528, 3.390], [-1.167, -3.220, 4.855], [1.758, -0.999, 3.495], [3.074, -0.772, 2.880], [3.086, -0.149, 1.701], [4.330, -1.408, 3.783], [4.404, -2.928, 3.183], [3.189, -3.409, 1.815], [5.361, -4.002, 3.571], [5.381, -5.536, 2.903], [6.667, -3.694, 4.856], [5.947, -0.549, 3.411], [6.662, -1.361, 2.269], [6.914, -0.449, 4.655], [5.789, 1.211, 2.769], [4.625, 1.962, 3.291], [5.766, 1.307, 1.272], [7.007, 2.002, 3.187], [4.745, -3.882, 8.296], [3.063, 1.177, 5.437], [4.883, 0.804, 5.709], [4.923, 1.646, 8.459], [-0.800, 0.783, 7.197], [0.902, -4.608, 6.127], [1.431, -4.945, 3.557], [-0.484, -5.331, 3.690], [0.251, -4.334, 2.216], [-2.007, -3.585, 4.125], [-1.145, -3.951, 5.769], [-1.358, -2.143, 5.270], [5.682, -6.245, 3.814], [4.325, -5.899, 2.555], [6.235, -5.658, 2.111], [1.696, 1.002, -0.580], [1.856, 2.166, -1.553], [0.679, 3.142, -1.512], [-0.603, 2.417, -1.888], [-1.667, 1.816, -2.200], [0.822, 0.390, -0.822], [2.573, 0.348, -0.624], [1.591, 1.364, 0.449], [1.972, 1.766, -2.568], [2.778, 2.707, -1.313], [0.847, 3.964, -2.216], [0.569, 3.571, -0.510], [-4.604, 2.544, -2.887], [-4.444, 3.707, -3.860], [-5.621, 4.684, -3.819], [-6.903, 3.958, -4.195], [-7.967, 3.357, -4.507], [-5.478, 1.932, -3.128], [-3.727, 1.889, -2.930], [-4.709, 2.905, -1.857], [-4.328, 3.307, -4.875], [-3.522, 4.248, -3.620], [-5.453, 5.505, -4.523], [-5.731, 5.112, -2.817], [6.351, 1.798, -1.701], [7.217, 2.767, -2.499], [6.872, 4.234, -2.229], [5.427, 4.501, -2.617], [4.229, 4.723, -2.939], [5.293, 1.887, -1.968], [6.651, 0.765, -1.903], [6.451, 1.978, -0.624], [7.101, 2.549, -3.568], [8.269, 2.595, -2.247], [7.528, 4.887, -2.814], [7.011, 4.473, -1.170], [-9.628, -0.441, -3.462], [-8.122, -0.361, -3.228], [-7.483, -1.732, -2.997], [-8.093, -2.382, -1.765], [-8.599, -2.921, -0.744], [-10.151, -0.846, -2.590], [-10.036, 0.557, -3.651], [-9.857, -1.073, -4.327], [-7.931, 0.289, -2.365], [-7.652, 0.111, -4.097], [-6.404, -1.623, -2.848], [-7.642, -2.382, -3.864], [-4.511, -0.666, -7.699], [-5.632, 0.065, -8.430], [-6.816, 0.400, -7.522], [-7.411, -0.882, -6.960], [-7.904, -1.944, -6.494], [-4.844, -1.634, -7.312], [-3.675, -0.858, -8.379], [-4.137, -0.070, -6.859], [-5.970, -0.554, -9.270], [-5.233, 0.993, -8.855], [-7.586, 0.934, -8.089], [-6.497, 1.042, -6.694]]}

=====

(2)
{"formula": "C36H50BClCrIN7OS", "method": "ωB97M-V with the def2-TZVPD basis set", "spin_multiplicity": 4, "homo_lumo_gap_ha": [0.2003, 0.2118], "de_lowest_kcal_mol": 0.0, "charge": -1, "symbols": ["Cr", "C", "C", "C", "C", "C", "C", "C", "C", "C", "N", "N", "B", "N", "N", "C", "C", "C", "C", "C", "C", "C", "C", "C", "N", "N", "C", "C", "C", "C", "C", "C", "C", "C", "C", "H", "H", "H", "H", "H", "H", "H", "H", "H", "H", "H", "H", "H", "H", "H", "H", "H", "H", "H", "H", "H", "H", "H", "H", "H", "H", "H", "H", "H", "H", "H", "H", "H", "H", "H", "H", "H", "H", "H", "H", "H", "H", "H", "H", "H", "H", "Cl", "C", "C", "C", "I", "C", "O", "C", "N", "C", "C", "C", "C", "H", "H", "H", "H", "S"], "positions_angstrom": [[1.175, -0.728, 0.719], [3.381, 0.592, -3.250], [2.870, 1.469, -2.107], [3.326, 2.919, -2.278], [1.378, 1.382, -2.001], [0.461, 1.932, -2.911], [-0.781, 1.576, -2.432], [-2.128, 1.812, -3.050], [-2.083, 2.947, -4.068], [-2.619, 0.520, -3.703], [-0.594, 0.857, -1.304], [0.733, 0.742, -1.032], [-1.664, 0.372, -0.299], [-1.702, -1.173, -0.236], [-0.534, -1.797, 0.095], [-0.750, -3.107, 0.069], [-2.084, -3.339, -0.275], [-2.664, -2.100, -0.460], [-4.136, -1.959, -0.806], [-4.437, -2.660, -2.137], [-4.794, -0.584, -0.788], [0.274, -4.159, 0.368], [-0.102, -4.915, 1.641], [0.401, -5.109, -0.823], [-1.339, 0.945, 1.101], [-0.178, 0.620, 1.734], [-0.214, 1.191, 2.937], [-1.402, 1.919, 3.076], [-2.091, 1.733, 1.896], [-3.458, 2.253, 1.555], [-3.522, 3.771, 1.724], [-4.511, 1.571, 2.434], [0.853, 1.042, 3.980], [0.319, 0.233, 5.161], [1.363, 2.410, 4.435], [4.473, 0.600, -3.284], [3.051, -0.441, -3.130], [3.005, 0.956, -4.211], [3.290, 1.099, -1.179], [2.942, 3.345, -3.209], [2.972, 3.540, -1.453], [4.416, 2.973, -2.309], [0.683, 2.500, -3.798], [-2.829, 2.091, -2.258], [-1.419, 2.698, -4.898], [-3.078, 3.123, -4.481], [-1.729, 3.875, -3.617], [-1.967, 0.253, -4.537], [-2.593, -0.304, -2.991], [-3.639, 0.628, -4.081], [-2.712, 0.787, -0.658], [-2.576, -4.295, -0.359], [-4.637, -2.545, -0.028], [-3.969, -2.134, -2.970], [-4.066, -3.683, -2.141], [-5.515, -2.682, -2.315], [-4.467, 0.039, -1.619], [-5.875, -0.720, -0.880], [-4.600, -0.045, 0.137], [1.225, -3.658, 0.544], [-1.080, -5.398, 1.538], [0.640, -5.690, 1.847], [-0.119, -4.227, 2.486], [-0.530, -5.659, -0.992], [0.648, -4.564, -1.734], [1.193, -5.838, -0.638], [-1.717, 2.490, 3.933], [-3.668, 2.020, 0.512], [-3.318, 4.055, 2.758], [-2.787, 4.269, 1.089], [-4.515, 4.144, 1.462], [-4.361, 1.845, 3.480], [-5.520, 1.873, 2.141], [-4.439, 0.485, 2.368], [1.650, 0.437, 3.542], [-0.555, 0.714, 5.612], [0.050, -0.767, 4.821], [1.091, 0.135, 5.928], [0.573, 2.973, 4.939], [2.191, 2.294, 5.137], [1.703, 3.018, 3.593], [8.046, -0.777, -0.157], [6.329, -1.083, -0.271], [5.874, -2.077, -1.090], [4.501, -2.337, -1.220], [3.867, -3.785, -2.568], [3.541, -1.625, -0.506], [2.271, -1.780, -0.596], [4.053, -0.581, 0.350], [3.095, 0.160, 0.965], [3.450, 1.208, 1.665], [4.794, 1.578, 1.840], [5.778, 0.832, 1.254], [5.422, -0.280, 0.460], [6.583, -2.663, -1.657], [2.659, 1.781, 2.125], [5.029, 2.447, 2.439], [6.821, 1.092, 1.370], [1.624, -1.899, 2.536]]}

=====

(3)
{"formula": "C36H50Cl2CrN3O2SSi", "method": "ωB97M-V with the def2-TZVPD basis set", "spin_multiplicity": 4, "homo_lumo_gap_ha": [0.2716, 0.2747], "de_lowest_kcal_mol": 27.9, "symbols": ["Cr", "C", "C", "N", "C", "C", "C", "S", "N", "C", "O", "C", "C", "C", "C", "C", "C", "H", "H", "H", "H", "H", "H", "H", "H", "H", "H", "H", "H", "H", "H", "H", "C", "Si", "C", "N", "C", "C", "C", "C", "C", "C", "C", "C", "C", "C", "C", "C", "C", "C", "C", "C", "C", "H", "H", "H", "H", "H", "H", "H", "H", "H", "H", "H", "H", "H", "H", "H", "H", "H", "H", "H", "H", "H", "H", "H", "H", "Cl", "C", "Cl", "H", "H", "C", "C", "C", "C", "O", "H", "H", "H", "H", "H", "H", "H", "H", "H"], "positions_angstrom": [[0.056, -0.308, 0.763], [4.402, -1.977, 4.989], [3.684, -3.012, 4.138], [3.414, -2.556, 2.768], [4.311, -3.042, 1.721], [5.587, -2.226, 1.602], [2.411, -1.703, 2.535], [2.278, -1.040, 0.935], [1.692, -1.360, 3.619], [0.454, -0.931, 3.550], [-0.314, -0.974, 2.530], [-0.129, -0.356, 4.797], [0.615, -0.282, 5.970], [0.070, 0.310, 7.097], [-1.216, 0.833, 7.055], [-1.962, 0.760, 5.888], [-1.421, 0.163, 4.760], [4.518, -2.357, 6.003], [3.832, -1.053, 5.032], [5.393, -1.754, 4.599], [2.739, -3.296, 4.600], [4.292, -3.913, 4.046], [3.767, -3.030, 0.779], [4.531, -4.085, 1.957], [5.351, -1.188, 1.374], [6.210, -2.619, 0.799], [6.172, -2.256, 2.519], [1.616, -0.689, 5.987], [0.650, 0.369, 8.008], [-1.637, 1.302, 7.935], [-2.960, 1.176, 5.852], [-1.985, 0.100, 3.840], [-0.175, 1.581, 1.465], [-0.948, 3.086, 0.722], [-2.272, 2.647, -0.544], [-1.733, 1.842, -1.632], [-1.126, 2.639, -2.708], [-1.940, 2.630, -4.005], [-3.430, 2.713, -3.690], [-3.871, 1.488, -2.870], [-2.664, 0.863, -2.162], [0.318, 4.270, -0.013], [-0.111, 5.442, -0.642], [0.787, 6.356, -1.167], [2.151, 6.115, -1.072], [2.602, 4.966, -0.447], [1.692, 4.059, 0.080], [-1.847, 3.976, 2.125], [-1.519, 5.259, 2.559], [-2.194, 5.862, 3.612], [-3.219, 5.189, 4.256], [-3.565, 3.910, 3.845], [-2.884, 3.317, 2.795], [-0.706, 1.409, 2.411], [0.858, 1.799, 1.773], [-2.839, 3.532, -0.878], [-2.993, 2.038, 0.016], [-0.107, 2.302, -2.903], [-1.036, 3.667, -2.362], [-1.733, 1.726, -4.585], [-1.620, 3.467, -4.629], [-4.019, 2.798, -4.604], [-3.617, 3.629, -3.121], [-4.333, 0.737, -3.517], [-4.630, 1.775, -2.140], [-2.109, 0.231, -2.861], [-2.981, 0.201, -1.352], [-1.173, 5.651, -0.724], [0.427, 7.255, -1.650], [2.858, 6.824, -1.484], [3.664, 4.772, -0.370], [2.070, 3.164, 0.560], [-0.718, 5.800, 2.069], [-1.915, 6.857, 3.930], [-3.749, 5.658, 5.075], [-4.365, 3.376, 4.341], [-3.164, 2.310, 2.499], [1.926, 0.890, -1.770], [1.039, -0.047, -2.984], [1.170, 0.643, -4.611], [0.001, -0.073, -2.669], [1.466, -1.044, -3.013], [-2.210, -2.637, 0.002], [-1.022, -2.457, -0.939], [-1.472, -2.624, -2.389], [0.072, -3.469, -0.610], [-0.499, -1.147, -0.781], [-2.608, -3.652, -0.050], [-3.010, -1.941, -0.257], [-1.911, -2.453, 1.037], [-1.871, -3.624, -2.568], [-0.630, -2.474, -3.065], [-2.247, -1.898, -2.630], [-0.260, -4.482, -0.847], [0.333, -3.433, 0.450], [0.975, -3.253, -1.182]]}

=====

(4)
{"formula": "C36H51AuGeN2OSSeSi2Te", "method": "ωB97M-V with the def2-TZVPD basis set", "spin_multiplicity": 4, "homo_lumo_gap_ha": [0.2950, 0.2067], "de_lowest_kcal_mol": 6.7, "charge": 3, "symbols": ["Au", "C", "S", "C", "O", "H", "H", "H", "H", "H", "H", "C", "C", "C", "C", "C", "C", "Ge", "C", "C", "C", "C", "C", "C", "C", "C", "C", "C", "C", "C", "H", "H", "H", "H", "H", "H", "H", "H", "H", "H", "H", "H", "H", "H", "H", "C", "N", "C", "Se", "N", "C", "C", "C", "C", "C", "C", "H", "H", "H", "H", "H", "H", "H", "H", "C", "Si", "C", "C", "C", "Te", "C", "Si", "C", "C", "C", "H", "H", "H", "H", "H", "H", "H", "H", "H", "H", "H", "H", "H", "H", "H", "H", "H", "H", "H", "H", "H", "H"], "positions_angstrom": [[0.363, -0.178, 0.518], [3.777, -0.773, -2.717], [3.055, 0.117, -1.351], [4.458, 0.184, -0.258], [2.099, -0.924, -0.728], [4.193, -1.709, -2.346], [4.550, -0.149, -3.163], [2.989, -0.961, -3.442], [5.217, 0.805, -0.734], [4.832, -0.825, -0.090], [4.137, 0.656, 0.671], [-3.024, 2.325, 4.529], [-1.689, 2.587, 4.811], [-0.746, 2.553, 3.796], [-1.138, 2.261, 2.486], [-2.483, 1.984, 2.214], [-3.422, 2.023, 3.232], [0.116, 2.332, 1.039], [-0.514, 3.103, -0.606], [0.241, 2.971, -1.776], [-0.179, 3.578, -2.949], [-1.353, 4.321, -2.962], [-2.108, 4.456, -1.807], [-1.695, 3.846, -0.631], [1.959, 2.630, 1.499], [2.734, 3.562, 0.806], [4.045, 3.804, 1.195], [4.589, 3.120, 2.273], [3.828, 2.184, 2.964], [2.521, 1.933, 2.576], [-3.759, 2.367, 5.321], [-1.388, 2.838, 5.818], [0.286, 2.790, 4.024], [-2.799, 1.747, 1.204], [-4.464, 1.827, 3.016], [1.166, 2.407, -1.767], [0.419, 3.491, -3.847], [-1.669, 4.814, -3.872], [-3.011, 5.052, -1.814], [-2.282, 3.979, 0.270], [2.311, 4.127, -0.017], [4.634, 4.545, 0.671], [5.605, 3.326, 2.585], [4.249, 1.664, 3.815], [1.929, 1.212, 3.132], [-2.011, 0.665, -6.690], [-3.221, 0.473, -5.901], [-3.295, 0.204, -4.576], [-1.914, 0.008, -3.383], [-4.608, 0.092, -4.260], [-5.384, 0.284, -5.370], [-6.768, 0.268, -5.564], [-7.198, 0.503, -6.845], [-6.295, 0.749, -7.912], [-4.936, 0.766, -7.729], [-4.489, 0.528, -6.425], [-1.152, 0.646, -6.027], [-2.065, 1.626, -7.196], [-1.928, -0.135, -7.423], [-4.933, -0.110, -3.327], [-7.458, 0.079, -4.754], [-8.258, 0.502, -7.054], [-6.696, 0.926, -8.900], [-4.253, 0.950, -8.546], [5.257, -3.815, 3.056], [3.887, -4.123, 1.846], [4.455, -4.003, 0.070], [2.978, -5.715, 2.168], [2.634, -2.662, 2.100], [0.846, -2.985, 1.056], [-0.269, -3.753, 2.651], [-1.194, -2.389, 3.663], [0.055, -1.100, 4.185], [-1.984, -3.249, 5.097], [-2.434, -1.638, 2.485], [6.047, -4.555, 2.914], [4.914, -3.895, 4.088], [5.704, -2.828, 2.920], [4.911, -4.942, -0.248], [5.216, -3.227, -0.040], [3.635, -3.788, -0.620], [3.663, -6.556, 2.043], [2.147, -5.884, 1.479], [2.597, -5.766, 3.190], [3.055, -1.737, 1.705], [2.369, -2.528, 3.149], [0.427, -4.318, 3.273], [-0.998, -4.441, 2.220], [0.823, -1.513, 4.842], [-0.450, -0.300, 4.733], [0.544, -0.631, 3.323], [-1.235, -3.707, 5.745], [-2.674, -4.028, 4.773], [-2.551, -2.538, 5.701], [-1.950, -1.218, 1.595], [-2.970, -0.822, 2.972], [-3.170, -2.375, 2.159]]}

=====

In order of appearance, largest force on an atom = 10.250 0.177 0.449 0.186 eV Å⁻¹.
In order of appearance, electronic energy = -106100.741 -111186.822 -118889.967 -202601.978 eV.